Here is a molecular structure, C56H32BiClN11O4 at a distorted geometry from OMol25. Energies are from wB97M-V/def2-TZVPD.

Structure (ORCA input):
```
! wB97M-V def2-TZVPD RIJCOSX def2/J DEFGRID3
* xyz -1 1
Bi -15.070 -15.532 -5.714
C -21.527 -15.865 -4.139
C -21.011 -16.602 -2.998
C -19.739 -16.205 -2.541
C -18.938 -15.463 -3.366
C -17.452 -15.333 -3.352
N -16.617 -15.589 -2.405
C -15.243 -15.520 -2.369
C -14.426 -15.883 -1.268
C -14.834 -16.400 0.008
C -13.769 -16.727 0.835
C -12.437 -16.283 0.611
C -12.086 -15.770 -0.567
C -13.107 -15.533 -1.586
C -13.195 -14.957 -2.906
N -12.105 -14.510 -3.630
C -12.100 -13.913 -4.760
N -13.403 -13.426 -5.479
C -12.990 -12.928 -6.678
N -13.778 -12.593 -7.675
C -15.118 -12.868 -7.629
N -15.939 -13.644 -6.862
C -17.219 -13.284 -7.059
N -18.355 -13.649 -6.369
C -18.184 -14.306 -5.246
N -17.053 -14.701 -4.694
C -19.362 -14.897 -4.514
C -20.716 -15.063 -4.886
C -17.224 -12.372 -8.138
C -18.297 -11.802 -8.835
C -18.000 -10.857 -9.814
C -16.729 -10.423 -10.112
C -15.675 -10.982 -9.383
C -15.945 -12.055 -8.528
C -11.532 -13.030 -6.866
C -10.802 -12.818 -8.018
C -9.457 -13.232 -7.931
C -8.904 -13.872 -6.872
C -9.624 -13.984 -5.701
C -11.018 -13.678 -5.742
N -14.383 -15.021 -3.410
H -22.580 -16.015 -4.506
H -21.674 -17.315 -2.579
H -19.299 -16.714 -1.712
H -15.891 -16.585 0.197
H -13.982 -17.156 1.809
H -11.771 -16.357 1.456
H -11.093 -15.392 -0.687
H -21.030 -14.527 -5.765
H -19.400 -11.865 -8.693
H -18.857 -10.456 -10.416
H -16.601 -9.827 -10.940
H -14.683 -10.740 -9.415
H -11.336 -12.467 -8.851
H -8.746 -13.184 -8.844
H -7.817 -14.193 -7.020
H -9.278 -14.486 -4.859
O -12.179 -21.420 -5.946
C -12.465 -21.061 -7.160
O -12.161 -21.744 -8.145
C -12.957 -19.664 -7.330
C -13.153 -19.112 -8.618
Cl -12.950 -19.798 -10.133
N -13.417 -17.802 -8.424
N -13.493 -17.454 -7.122
C -13.140 -18.536 -6.481
C -13.348 -18.590 -4.994
O -12.995 -19.681 -4.456
O -13.845 -17.555 -4.490
C -13.712 -16.789 -9.419
C -14.699 -17.093 -10.386
C -14.947 -16.175 -11.405
C -14.347 -14.930 -11.341
C -13.377 -14.701 -10.415
C -12.958 -15.628 -9.479
H -12.513 -20.717 -5.283
H -15.330 -17.971 -10.238
H -15.771 -16.398 -12.076
H -14.664 -14.180 -11.991
H -12.994 -13.632 -10.342
H -12.264 -15.356 -8.704
N -16.620 -16.536 -7.136
C -16.980 -17.712 -7.259
C -17.808 -18.031 -8.535
C -18.541 -19.255 -8.621
C -19.188 -19.513 -9.802
C -19.156 -18.641 -10.893
C -18.391 -17.509 -10.815
C -17.801 -17.165 -9.644
C -16.817 -18.811 -6.243
C -16.070 -19.943 -6.465
C -15.848 -20.848 -5.450
C -16.496 -20.601 -4.243
C -17.354 -19.500 -4.035
C -17.457 -18.571 -5.051
H -18.608 -19.969 -7.791
H -19.652 -20.503 -9.925
H -19.663 -18.866 -11.773
H -18.388 -16.849 -11.673
H -17.313 -16.210 -9.536
H -15.821 -20.085 -7.522
H -15.388 -21.778 -5.639
H -16.525 -21.246 -3.360
H -17.729 -19.369 -3.049
H -18.216 -17.798 -4.871
*
```

Summary:
E_HOMO (alpha / beta): -4.89 / -4.10 eV
frontier orbital gap (alpha / beta): 5.662 / 4.319 eV
LUMO (alpha / beta): 0.77 / 0.22 eV
E_tot: -3731.35153 Ha